{
  "formula": "C17H25MnN4OSi",
  "method": "the ωB97M-V functional and the def2-TZVPD basis",
  "elements": ["Mn", "C", "C", "O", "N", "C", "C", "C", "C", "C", "C", "N", "H", "H", "H", "H", "H", "H", "H", "H", "H", "H", "C", "C", "C", "C", "C", "C", "N", "N", "Si", "C", "C", "C", "H", "H", "H", "H", "H", "H", "H", "H", "H", "H", "H", "H", "H", "H", "H"],
  "positions_angstrom": [[-0.33481, -0.57035, 0.08209], [-0.92151, -3.27945, -2.94701], [-0.13121, -2.83765, -1.77741], [-0.54601, -1.91715, -0.99441], [1.03269, -3.39785, -1.50431], [1.82849, -2.95455, -0.37331], [2.45309, -1.58955, -0.62821], [3.75939, -1.51315, -1.09501], [4.36549, -0.27125, -1.23751], [3.63299, 0.86385, -0.91571], [2.31639, 0.71865, -0.51461], [1.72599, -0.48075, -0.37081], [-1.96011, -3.46275, -2.65891], [-0.51121, -4.18135, -3.39181], [-0.95381, -2.49975, -3.71271], [1.40819, -4.12835, -2.10291], [2.61029, -3.68905, -0.17721], [1.17799, -2.89505, 0.51909], [4.29909, -2.42045, -1.33061], [5.38939, -0.19905, -1.57811], [4.07239, 1.84615, -0.97871], [1.70679, 1.58445, -0.28101], [0.93799, -1.24475, 3.57659], [0.10889, -0.06625, 3.21969], [-0.39081, 0.81425, 4.19369], [-1.14621, 1.92165, 3.82729], [-1.42491, 2.16035, 2.49069], [-0.91081, 1.25955, 1.55249], [-0.15771, 0.17285, 1.92859], [-1.00891, 1.21815, 0.21199], [-2.16161, 2.10665, -0.84421], [-3.77891, 2.49155, 0.08709], [-1.27121, 3.61745, -1.61411], [-2.29331, 0.63845, -2.08141], [1.09359, -1.29345, 4.65169], [1.91019, -1.18085, 3.08519], [0.45699, -2.17275, 3.26219], [-0.17521, 0.62585, 5.23569], [-1.51061, 2.60685, 4.58169], [-1.98581, 3.02355, 2.17499], [-3.76201, 3.48705, 0.52859], [-4.01361, 1.77015, 0.86869], [-4.60741, 2.48515, -0.62041], [-1.05821, 4.37535, -0.86451], [-1.93521, 4.05955, -2.35221], [-0.34741, 3.34205, -2.11701], [-2.75561, -0.23475, -1.61271], [-1.31031, 0.37435, -2.48101], [-2.92181, 0.91635, -2.92031]],
  "atomic_forces_ev_per_a": [[2.25, 1.75, 1.09], [-0.36, 0.03, -0.09], [1.02, -1.20, -0.79], [-0.85, -1.02, -0.64], [-0.64, 0.33, -0.07], [0.04, 0.51, 0.45], [0.22, -0.46, -0.01], [-0.33, 0.17, 0.16], [-0.19, 0.03, 0.05], [-0.11, -0.25, 0.01], [-0.07, 0.37, 0.09], [-0.84, -0.06, 0.10], [0.09, 0.00, 0.11], [0.05, -0.04, 0.01], [0.11, 0.10, 0.09], [-0.28, 0.07, 0.00], [-0.15, 0.06, -0.04], [0.29, -0.20, -0.28], [0.01, -0.03, 0.09], [0.03, 0.04, -0.01], [-0.03, 0.13, -0.03], [0.07, -0.05, -0.07], [0.03, -0.09, 0.12], [0.12, -0.53, -0.96], [-0.23, 0.46, 0.08], [-0.01, 0.04, -0.06], [-0.04, 0.31, 0.25], [0.31, -0.22, -0.65], [-0.06, -0.30, 0.77], [0.25, -0.10, 1.52], [-0.88, 0.47, -1.91], [0.88, -0.12, -0.21], [-0.38, -0.94, 0.70], [-0.14, 0.76, 0.63], [0.04, -0.05, -0.03], [0.04, 0.02, 0.00], [-0.06, -0.02, 0.00], [0.07, -0.04, 0.03], [-0.02, -0.02, 0.03], [-0.14, 0.10, -0.06], [0.06, 0.08, 0.03], [-0.01, -0.11, 0.01], [0.01, -0.06, -0.16], [0.03, 0.10, 0.09], [-0.17, 0.03, -0.11], [0.07, -0.07, -0.03], [-0.04, -0.02, -0.03], [0.03, 0.05, -0.04], [-0.12, 0.01, -0.22]],
  "lumo_ev": [-11.967, -12.707],
  "total_charge": 3,
  "spin_multiplicity": 4,
  "mol_weight_g_mol": 384.4
}